The following is a quantum chemistry calculation of C36H73AgO19S9 as an isolated structure at a distorted geometry, from the Open Molecules 2025 dataset.

Last column: Mulliken charge in e.
Positions of all 138 atoms, in Å:
Ag  0.929  -0.136  -0.098  4.3401
O  2.562  1.382  -0.470  -0.9487
H  3.091  1.351  0.317  -0.2483
C  4.900  -2.488  -3.585  -0.6137
C  5.544  -1.448  -2.615  -0.9557
C  4.468  -0.857  -1.799  0.0088
S  3.467  -2.207  -1.397  0.6953
O  2.068  -1.985  -1.304  -0.4915
O  4.065  -2.837  -0.246  -0.8628
C  3.774  -3.174  -2.822  -0.8439
H  5.630  -3.213  -3.932  0.3759
H  4.515  -1.978  -4.477  0.2542
H  6.135  -0.710  -3.170  0.4043
H  6.271  -1.954  -1.975  0.3489
H  3.921  -0.150  -2.418  -0.2713
H  4.599  -0.438  -0.799  0.4454
H  2.890  -3.221  -3.450  0.1204
H  3.993  -4.167  -2.451  0.6388
C  1.517  2.609  -5.275  -0.7115
C  0.789  1.628  -6.235  -0.8048
C  -0.039  0.769  -5.306  -0.5781
S  0.965  0.476  -3.881  0.8774
O  1.727  -0.732  -4.091  -0.7254
O  0.166  0.594  -2.697  -0.9242
C  2.042  1.795  -4.077  -0.7303
H  0.813  3.365  -4.919  0.2449
H  2.324  3.159  -5.755  0.3989
H  1.523  1.011  -6.759  0.2843
H  0.173  2.121  -6.967  0.4433
H  -0.322  -0.203  -5.711  0.3982
H  -0.923  1.312  -4.927  0.2982
H  2.997  1.298  -4.201  0.4493
H  2.084  2.450  -3.207  0.2124
C  0.983  -5.403  1.654  -0.7504
C  -0.447  -5.432  2.220  -1.0184
C  -1.155  -4.078  2.013  -0.4473
S  -0.532  -3.614  0.497  0.8660
O  -0.662  -2.172  0.318  -0.4943
O  -1.167  -4.424  -0.563  -0.9492
C  1.165  -4.167  0.766  -0.1235
H  1.116  -6.346  1.131  0.2975
H  1.696  -5.337  2.478  0.3344
H  -0.486  -5.785  3.255  0.4151
H  -0.886  -6.142  1.512  0.2878
H  -0.810  -3.383  2.785  0.2137
H  -2.232  -4.007  1.809  0.4365
H  1.768  -3.360  1.173  -0.0112
H  1.411  -4.313  -0.283  0.2499
C  3.568  0.513  5.080  -1.0370
C  4.303  0.206  3.736  -0.1935
C  3.815  -1.169  3.222  -0.3102
S  2.062  -1.051  3.614  1.0857
O  1.520  -2.251  4.194  -0.8643
O  1.288  -0.596  2.493  -0.9591
C  2.130  0.277  4.765  -0.1820
H  3.700  1.522  5.477  0.4282
H  3.881  -0.182  5.868  0.3813
H  5.387  0.099  3.854  0.5306
H  4.043  1.010  3.036  -0.1998
H  4.353  -1.966  3.764  0.4363
H  3.917  -1.290  2.136  -0.0659
H  1.564  -0.033  5.642  0.5222
H  1.632  1.092  4.241  -0.1302
C  2.586  3.735  1.966  0.8163
C  2.622  5.110  1.315  -0.6595
C  3.555  5.932  2.209  -0.8959
S  3.065  5.540  3.825  1.2256
O  1.958  6.427  4.150  -0.6851
O  4.224  5.520  4.700  -0.7128
C  2.470  3.914  3.485  0.4356
H  3.509  3.195  1.700  0.0221
H  1.770  3.131  1.547  -0.6891
H  1.616  5.527  1.368  0.3147
H  3.039  5.123  0.312  0.3566
H  3.515  7.020  2.149  0.4642
H  4.587  5.574  2.145  0.3741
H  1.435  3.931  3.831  -0.1016
H  3.063  3.199  4.056  -0.3450
C  -1.522  3.714  -2.149  -0.3601
C  -2.658  2.758  -1.620  -0.4873
C  -2.789  2.955  -0.135  -0.3852
S  -1.117  2.932  0.349  1.0612
O  -0.757  1.531  0.405  -0.4897
O  -0.799  3.688  1.522  -0.8121
C  -0.391  3.618  -1.128  -0.1182
H  -1.953  4.712  -2.262  0.4136
H  -1.126  3.401  -3.111  -0.0574
H  -2.460  1.684  -1.762  -0.0787
H  -3.579  2.956  -2.171  0.6445
H  -3.365  2.203  0.418  -0.1544
H  -3.119  3.960  0.146  0.4648
H  0.373  2.858  -1.360  -0.3247
H  0.067  4.600  -0.974  0.4735
C  -3.799  -1.302  1.068  1.5277
C  -4.078  -1.527  -0.428  1.0469
C  -5.194  -2.589  -0.542  -1.0827
S  -5.769  -2.890  1.102  1.2824
O  -5.102  -4.113  1.534  -0.6606
O  -7.211  -2.902  1.130  -0.7569
C  -5.084  -1.507  1.907  -0.9710
H  -3.388  -0.321  1.282  -0.6527
H  -3.072  -2.068  1.363  -0.9268
H  -3.150  -1.902  -0.886  -0.9986
H  -4.350  -0.607  -0.933  0.5024
H  -4.904  -3.587  -0.875  0.3824
H  -6.013  -2.243  -1.161  0.4345
H  -4.862  -1.673  2.947  0.5142
H  -5.833  -0.727  1.797  0.3624
C  -2.379  -2.292  -3.867  0.3699
C  -3.571  -3.159  -4.281  -0.5361
C  -3.122  -4.021  -5.537  -0.8535
S  -1.492  -4.459  -5.118  1.1681
O  -0.569  -4.161  -6.214  -0.7140
O  -1.582  -5.783  -4.478  -0.7050
C  -1.225  -3.318  -3.836  0.3877
H  -2.518  -1.896  -2.856  -0.5298
H  -2.161  -1.454  -4.525  0.1280
H  -4.441  -2.566  -4.575  0.4423
H  -3.821  -3.823  -3.440  0.1819
H  -3.022  -3.411  -6.440  0.3817
H  -3.681  -4.946  -5.727  0.4404
H  -0.267  -2.779  -3.860  0.0658
H  -1.228  -3.936  -2.932  -0.1610
C  -2.562  3.838  4.419  -0.3279
C  -1.947  2.440  4.665  -0.1945
C  -2.609  1.496  3.717  0.3344
S  -4.271  2.021  3.665  1.2632
O  -5.072  1.155  4.509  -0.7414
O  -4.663  2.144  2.274  -0.6765
C  -4.065  3.613  4.382  -1.0233
H  -2.248  4.119  3.408  -0.0780
H  -2.157  4.541  5.152  0.5758
H  -2.082  2.105  5.696  0.4847
H  -0.862  2.465  4.482  -0.4258
H  -2.656  0.439  3.982  0.5347
H  -2.192  1.603  2.711  -0.5792
H  -4.489  3.559  5.394  0.3324
H  -4.646  4.335  3.809  0.4639

Results
- LUMO (eV) = -0.0577
- energy (Eh) = -6575.578550
- multiplicity = 1
- HOMO level (eV) = -7.634